Record 1
Computed, not measured: 11 unconnected molecules or ions with the total composition C41H100N4O11 at a distorted geometry, with wB97M-V/def2-TZVPD.

```
156
Properties=species:S:1:pos:R:3:mulliken_charge:R:1
O -2.9140 -0.9587 -1.7056 -0.47
C 0.4854 0.9837 3.7282 -0.64
C -3.4009 -0.1410 -2.7697 -0.47
H -1.7188 -0.2458 -5.7849 0.23
C -2.8303 -2.1021 4.9761 2.35
H -4.3291 0.6676 7.3884 0.60
H 3.1668 -3.1606 -0.9867 0.33
C -4.7029 -0.4309 5.5439 1.75
C -2.8155 -0.8685 7.2500 -0.95
H 5.3606 0.6867 -4.6567 0.34
H -3.1096 -6.0420 -0.6027 0.33
H 0.8314 -2.1963 -3.7068 -0.55
H -1.6691 2.1423 -1.3368 0.16
H 2.2807 -0.0435 -8.6040 0.42
H -2.3216 3.8034 4.1358 0.33
C -1.8802 -2.2229 3.7936 -2.15
C 1.2411 -0.6085 -6.7893 1.88
H -0.2324 -0.8358 -4.1706 -0.11
H 1.6276 -4.2435 -2.8802 0.34
O -0.0724 -1.0219 -8.7363 -0.49
O 2.8170 -2.3134 0.6575 -0.66
C 4.6682 2.3774 -3.4859 1.51
C 2.1338 0.2163 -1.6935 -1.29
H -3.2518 -5.0659 0.9191 0.17
H 1.8848 -2.0392 0.6525 0.44
C 5.7382 1.6562 -4.3230 -1.89
H 3.8182 -3.5762 -2.3251 0.22
H -1.3580 -2.2281 6.6298 0.48
O 2.9810 -3.2886 -1.9415 -0.48
H -2.6409 3.0774 5.6828 0.27
H 3.0971 3.9309 2.4416 0.38
H 0.5553 -3.0883 -0.5706 0.29
C -3.3831 -3.5139 5.3386 -1.66
N 0.2284 -1.4691 -7.4275 0.15
H 2.5845 5.1289 3.6635 0.44
H -5.3531 -2.0654 6.8755 0.32
H 4.8564 -0.1021 -1.8327 0.34
H 2.6799 3.6678 5.8793 0.41
H 6.4078 3.3088 -2.4151 0.33
H -3.2626 -7.4472 1.1941 0.29
C -1.8890 3.6419 5.1234 -1.86
C 2.3905 3.4451 -3.8172 -1.01
H 5.4646 4.4119 -3.3818 0.38
H -1.7738 4.5831 5.6633 0.59
C -2.0074 -1.5058 6.1241 -0.83
O 1.0441 -5.0199 -2.9882 -0.64
H 1.1070 0.3509 -1.3411 0.07
N -3.9320 -1.2053 4.5903 0.63
H 1.6054 2.5463 -0.5007 0.16
C 5.3930 3.5167 -2.7509 -1.65
H 2.8497 -1.5401 -7.9863 0.45
C 1.7484 2.2235 -3.1617 -0.04
C 3.6913 2.9765 -4.4948 -1.09
C 2.2670 4.2791 3.0588 -2.02
H 1.7016 3.9396 -4.5046 0.46
C -0.5989 2.8423 5.0539 1.84
H -6.5430 -0.6844 6.6817 0.40
O -1.6643 0.8022 0.3646 0.04
H -2.6452 0.6036 -3.0334 0.13
H 3.7595 2.9083 4.7110 0.48
H -2.1730 -0.3419 7.9561 0.49
H 3.1907 2.0800 0.0471 0.37
C -5.7635 -1.3001 6.2209 -1.83
C -5.3570 0.7899 4.8924 -1.93
C -0.5017 -2.5743 -5.3523 -1.99
H 2.6114 4.1973 -3.0565 0.47
H -1.1289 2.0351 6.9665 0.43
C -3.7582 0.1531 6.6139 -0.58
H -1.3016 2.7839 0.2562 0.28
H -1.8180 -2.8210 -8.4923 0.44
H 0.9074 0.4627 4.5964 0.41
H 6.6946 1.5651 -3.8081 0.35
C 0.3876 -1.6538 -4.5427 1.39
H -6.3912 -1.8402 5.4983 0.38
H -1.1341 -2.9501 -0.0564 0.25
C -2.6562 -5.7837 0.3526 -0.31
C 2.6572 2.4882 -0.8106 -2.19
H 0.2913 1.2417 -7.3886 0.45
H 0.0589 0.9214 -5.6961 0.15
C 2.4744 -0.5638 -7.6650 -1.92
H -1.1581 2.0325 3.1006 0.31
C 1.4730 1.9738 3.0980 -0.70
H -4.6831 1.4359 4.3278 0.23
H 5.9869 2.1949 -5.2422 0.38
H -5.1142 -2.4647 3.7893 0.33
C -0.2562 -2.3874 -0.3715 -0.23
H -2.5564 -0.3717 -1.0233 0.31
C -1.9221 2.0575 -0.2834 -0.91
H -1.6439 -5.4040 0.2314 0.07
C 2.7419 2.9017 5.1090 -1.99
H 3.3270 -0.1067 -7.1569 0.27
O 0.6171 4.9427 5.1789 -0.52
H 1.4900 4.6111 2.3692 0.42
H 2.9972 -0.5117 1.8216 -0.31
C -2.0496 -1.0331 -6.4688 -1.38
H 0.2491 3.1287 7.0473 0.41
C -0.2111 2.3360 6.4531 -1.89
H 2.7875 -0.1333 -0.8973 -0.01
H -1.6185 -1.2877 3.2932 -0.09
H 2.3975 1.3917 3.0759 0.39
H -0.5879 -0.8571 0.8240 -0.12
H 4.0476 -1.8029 2.1550 0.35
H 1.6076 1.4939 -6.2722 0.04
H 2.0884 -0.5103 -2.5054 -0.07
H 0.5027 1.5139 6.5031 0.24
H -0.9083 -2.5855 4.1404 0.42
H -6.2164 0.4578 4.3055 0.43
H -4.4410 -3.6072 5.0900 0.29
H 1.3495 -5.6396 -2.3200 0.27
H -1.2888 -0.7980 5.7004 -0.32
H -3.4004 -1.6200 7.7843 0.38
H 4.8580 3.9665 -1.9091 0.28
C 3.5622 -1.3016 1.3123 -0.18
C -1.4469 -3.2180 -7.5411 -2.08
H 0.0193 5.5464 4.7248 0.35
H 0.0020 -3.5435 -5.4605 0.33
H -3.2803 -3.8123 6.3833 0.33
H -2.2419 -2.8954 3.0148 0.57
C 1.5775 -1.2667 -5.4320 -0.84
C -0.8390 1.6858 4.0908 0.54
C 2.6418 1.5930 -2.0843 2.90
H 2.1440 -0.5276 -4.8530 -0.19
H 1.1062 2.1122 2.0810 -0.49
H 0.8179 2.6191 -2.7384 0.19
O 0.1541 -1.4526 0.6334 -0.04
H -3.1562 0.9040 6.0942 -0.53
N 4.0211 1.4428 -2.5887 0.89
H -3.6802 -0.7866 -3.5970 0.15
H 2.2463 -2.1034 -5.6423 0.54
H -2.8530 -4.2808 4.7703 0.52
H 4.2430 -0.7579 0.6548 0.28
H -0.7044 -0.2858 -8.6371 0.37
N 0.4373 3.7350 4.4841 0.50
O 4.9075 0.8528 -1.6936 -0.59
H -2.9503 2.3996 -0.1461 0.40
H -4.3094 0.3769 -2.4379 0.34
H -2.2421 0.7750 1.1374 0.03
H -0.6729 -3.9403 -7.7938 0.43
H 1.4695 1.4416 -3.8682 -0.66
C -0.9259 -2.0187 -6.7327 1.90
H -0.4201 -1.8692 -1.3155 -0.03
H 2.9929 3.5047 -0.9992 0.33
H 2.6270 1.8939 5.5135 0.31
H 4.1074 3.8456 -5.0076 0.49
C 0.7851 0.8166 -6.5042 -1.28
H 0.2552 0.1279 3.0830 0.13
H -1.5951 1.0173 4.5023 -1.19
H -1.4089 -2.9079 -4.8373 0.51
C 1.7042 3.1866 4.0073 2.07
O -2.4292 -6.9683 1.1459 -0.54
H -2.2973 -3.7396 -7.1010 0.34
H -2.9058 -1.4635 -5.9509 0.38
H -2.3970 -0.5233 -7.3746 0.35
O -4.6904 -1.6374 3.4987 -0.46
H 3.4788 2.2785 -5.3097 0.11
H -5.7756 1.4940 5.6198 0.40
```

HOMO = -7.9 eV
LUMO level = 0.321 eV
Orbital gap = 8.20 eV
Energy above the lowest of the compared OMol25 structures with the same formula, charge and spin = 0.0 kJ/mol
Total energy = -72614.9976 eV

Record 2
Computed, not measured: a molecular structure, C30H20FeN4O4S3Te at a distorted geometry, with wB97M-V/def2-TZVPD.

```
63
Properties=species:S:1:pos:R:3:nbo_charge:R:1
N -1.7725 -2.2750 0.7863 -0.64
H -5.6032 3.3861 4.6441 0.24
H -1.8542 4.7703 0.2128 0.22
C 1.9663 1.6233 -3.5535 -0.11
N 0.4788 -0.0172 -1.8387 -0.49
C 3.0279 -0.3123 -4.6504 -0.23
C 4.7184 -0.2787 -6.2586 -0.26
H -3.3509 -4.1665 2.7609 0.45
H 5.1569 -2.4473 -6.4840 0.24
C -3.2129 -1.4325 2.6680 -0.65
H -3.0174 -1.6589 3.7538 0.25
C 2.0852 0.2089 -3.6519 -0.06
S -4.1702 2.1507 3.0547 0.41
H 1.4201 4.2648 -3.1936 0.22
C 1.1452 2.1993 -2.5816 -0.06
C 2.9444 -0.9046 2.5562 -0.43
H -4.3132 -1.3489 2.5368 0.24
C -1.4177 -3.5619 0.3150 0.03
O -2.8643 -6.3979 1.9757 -0.62
C -0.6367 3.2497 -0.6677 -0.08
S 2.2317 -0.3846 4.1540 0.36
S 3.3430 -2.0255 -4.9057 0.46
C -4.9046 3.5411 3.8309 -0.37
N -2.7886 -3.7339 2.0471 -0.47
H 3.9239 -0.3473 5.9493 0.23
H -0.9307 -5.9744 -0.4515 0.52
H 4.8921 -1.5315 1.8807 0.23
C -1.6130 3.7034 0.2159 -0.10
C -1.9323 1.5293 1.0037 0.07
Fe -0.7262 -0.8306 -0.1698 1.43
C -2.5924 -2.4522 1.8194 0.42
H -3.1315 5.3634 1.7242 0.22
H 2.5188 2.2482 -4.2368 0.21
H 3.7493 1.5377 -5.4917 0.21
O -0.2730 -4.8666 -1.2758 -0.68
C -2.0389 -4.4722 1.0889 0.01
H -4.9391 5.6904 3.6544 0.24
C -2.1244 -5.9344 1.1092 0.76
C -3.2655 3.2641 2.0542 -0.23
H -2.7576 -0.4683 2.4219 0.21
C 1.3183 -0.5517 -2.7491 0.09
C 4.2911 -1.2161 2.7279 -0.33
H 5.7793 -1.1849 4.3470 0.22
C -2.2653 2.8443 1.0932 -0.03
C -3.5761 4.5848 2.2858 -0.23
C 3.7738 -0.5724 4.8886 -0.45
C 0.4434 1.3231 -1.7085 0.13
C 4.5866 -1.6227 -6.0535 -0.38
C 3.8227 0.4628 -5.4773 -0.22
H -2.2882 0.9104 1.8008 0.19
C 0.9528 3.6310 -2.4700 -0.14
C 0.1003 4.1350 -1.5351 -0.19
C -0.4349 1.8505 -0.7461 0.26
C 4.7529 -1.0021 4.0308 -0.26
H -0.0628 5.1961 -1.4541 0.22
N -1.0995 1.0252 0.0819 -0.59
C -0.5103 -3.7029 -0.8829 0.80
H 1.3265 -1.6323 -2.8073 0.25
O -0.0409 -2.6024 -1.3316 -0.78
O -1.4061 -6.6213 0.2236 -0.67
Te 2.2502 -1.0660 0.5580 -0.30
C -4.5204 4.7373 3.3025 -0.25
H 5.4356 0.1668 -6.9317 0.23
```

HOMO (spin up / spin down) = -6.0 / -5.9 eV
LUMO level (spin up / spin down) = -1.565 / -1.663 eV
Orbital gap (spin up / spin down) = 4.40 / 4.27 eV
Energy above the lowest of the compared OMol25 structures with the same formula, charge and spin = 0.0 kJ/mol
Spin multiplicity = 5
Total energy = -119772.5313 eV

Repeat the second record exactly.
Computed, not measured: a molecular structure, C30H20FeN4O4S3Te at a distorted geometry, with wB97M-V/def2-TZVPD.

```
63
Properties=species:S:1:pos:R:3:nbo_charge:R:1
N -1.7725 -2.2750 0.7863 -0.64
H -5.6032 3.3861 4.6441 0.24
H -1.8542 4.7703 0.2128 0.22
C 1.9663 1.6233 -3.5535 -0.11
N 0.4788 -0.0172 -1.8387 -0.49
C 3.0279 -0.3123 -4.6504 -0.23
C 4.7184 -0.2787 -6.2586 -0.26
H -3.3509 -4.1665 2.7609 0.45
H 5.1569 -2.4473 -6.4840 0.24
C -3.2129 -1.4325 2.6680 -0.65
H -3.0174 -1.6589 3.7538 0.25
C 2.0852 0.2089 -3.6519 -0.06
S -4.1702 2.1507 3.0547 0.41
H 1.4201 4.2648 -3.1936 0.22
C 1.1452 2.1993 -2.5816 -0.06
C 2.9444 -0.9046 2.5562 -0.43
H -4.3132 -1.3489 2.5368 0.24
C -1.4177 -3.5619 0.3150 0.03
O -2.8643 -6.3979 1.9757 -0.62
C -0.6367 3.2497 -0.6677 -0.08
S 2.2317 -0.3846 4.1540 0.36
S 3.3430 -2.0255 -4.9057 0.46
C -4.9046 3.5411 3.8309 -0.37
N -2.7886 -3.7339 2.0471 -0.47
H 3.9239 -0.3473 5.9493 0.23
H -0.9307 -5.9744 -0.4515 0.52
H 4.8921 -1.5315 1.8807 0.23
C -1.6130 3.7034 0.2159 -0.10
C -1.9323 1.5293 1.0037 0.07
Fe -0.7262 -0.8306 -0.1698 1.43
C -2.5924 -2.4522 1.8194 0.42
H -3.1315 5.3634 1.7242 0.22
H 2.5188 2.2482 -4.2368 0.21
H 3.7493 1.5377 -5.4917 0.21
O -0.2730 -4.8666 -1.2758 -0.68
C -2.0389 -4.4722 1.0889 0.01
H -4.9391 5.6904 3.6544 0.24
C -2.1244 -5.9344 1.1092 0.76
C -3.2655 3.2641 2.0542 -0.23
H -2.7576 -0.4683 2.4219 0.21
C 1.3183 -0.5517 -2.7491 0.09
C 4.2911 -1.2161 2.7279 -0.33
H 5.7793 -1.1849 4.3470 0.22
C -2.2653 2.8443 1.0932 -0.03
C -3.5761 4.5848 2.2858 -0.23
C 3.7738 -0.5724 4.8886 -0.45
C 0.4434 1.3231 -1.7085 0.13
C 4.5866 -1.6227 -6.0535 -0.38
C 3.8227 0.4628 -5.4773 -0.22
H -2.2882 0.9104 1.8008 0.19
C 0.9528 3.6310 -2.4700 -0.14
C 0.1003 4.1350 -1.5351 -0.19
C -0.4349 1.8505 -0.7461 0.26
C 4.7529 -1.0021 4.0308 -0.26
H -0.0628 5.1961 -1.4541 0.22
N -1.0995 1.0252 0.0819 -0.59
C -0.5103 -3.7029 -0.8829 0.80
H 1.3265 -1.6323 -2.8073 0.25
O -0.0409 -2.6024 -1.3316 -0.78
O -1.4061 -6.6213 0.2236 -0.67
Te 2.2502 -1.0660 0.5580 -0.30
C -4.5204 4.7373 3.3025 -0.25
H 5.4356 0.1668 -6.9317 0.23
```

HOMO (spin up / spin down) = -6.0 / -5.9 eV
LUMO level (spin up / spin down) = -1.565 / -1.663 eV
Orbital gap (spin up / spin down) = 4.40 / 4.27 eV
Energy above the lowest of the compared OMol25 structures with the same formula, charge and spin = 0.0 kJ/mol
Spin multiplicity = 5
Total energy = -119772.5313 eV

Q: Which of these has the lowest total energy?
A: C30H20FeN4O4S3Te

Q: What is the formula in the first record?
A: C41H100N4O11

Q: What is the total energy in the first record?
A: -72614.9976 eV